No. 1
C4H11NO2 | the ωB97M-V functional and the def2-TZVPD basis

Each line ends with the Löwdin charge.
Cartesian coordinates (Å):
N 1.51678 -1.31626 0.25006  0.066
C 0.96367 -0.03622 0.49452  -0.474
C 0.57159 0.36848 1.71236  -0.016
C 1.78356 1.52205 -1.19112  -0.002
C 0.79600 0.74756 -0.80563  -0.133
H 1.59660 -1.91584 1.06950  0.084
H 2.25916 -1.46355 -0.46074  0.108
H 0.09232 1.41415 1.75587  0.075
H 0.57305 -0.34091 2.69494  0.104
H 1.65823 2.48150 -1.72013  0.061
H 2.82136 1.53704 -0.79011  0.074
H -0.19583 0.67994 -1.18697  0.079
H -2.07942 -2.52247 0.83834  0.060
H -1.12662 -1.46605 0.53351  -0.068
O -1.68108 -2.02881 0.09199  -0.031
H -3.23232 0.41191 -0.21421  0.097
H -2.62928 1.96259 -0.23598  0.039
O -2.69939 1.13186 -0.75390  -0.125

As for the LUMO energy: 0.0258 Ha. The value obtained for the largest force on an atom is 3.98 eV/Å. The calculation puts the total energy at -364.1505 Ha. Its HOMO-LUMO gap is 9.11 eV. As for the SMILES: C=CC(=C)N.O.O.


No. 2
C4H11NO2 | the ωB97M-V functional and the def2-TZVPD basis

Each line ends with the Löwdin charge.
Cartesian coordinates (Å):
C -1.28665 -0.01090 0.08480  -0.119
C -0.68422 -0.14189 1.47956  -0.149
C 0.61800 0.15613 1.82558  -0.210
N 1.31925 -0.18783 3.00560  -0.036
C 0.95728 0.35312 4.13898  -0.048
H -1.88889 0.83809 0.06812  0.047
H -1.67371 -0.93959 -0.29617  0.068
H -0.49787 0.21465 -0.59866  0.053
H -1.55551 -0.32594 2.20231  0.114
H 1.23164 0.56564 1.00453  0.106
H 0.06979 1.00470 4.26986  0.075
H 1.41789 -0.24504 5.04696  0.099
H 4.34257 3.69199 -4.55365  0.022
H 5.14795 3.73035 -3.24247  -0.035
O 5.06505 3.37480 -4.05026  0.013
H -4.49662 -3.74316 -3.54735  0.059
H -5.99802 -3.18875 -3.27222  0.016
O -5.43510 -3.67815 -3.86148  -0.076

As for the LUMO energy: 0.0268 Ha. The value obtained for the largest force on an atom is 5.22 eV/Å. The calculation puts the total energy at -364.1378 Ha. Its HOMO-LUMO gap is 9.56 eV. As for the SMILES: C=N/C=C/C.O.O.


No. 3
C4H11NO2 | the ωB97M-V functional and the def2-TZVPD basis

Each line ends with the Löwdin charge.
Cartesian coordinates (Å):
C 1.25809 -0.71773 -0.71246  -0.216
O 1.38798 -0.92575 -2.18208  -0.091
C -0.16897 -0.59027 -0.25744  -0.426
C -0.23915 -0.28750 1.16713  0.026
C -1.56160 0.14002 1.61980  -0.072
O 0.82477 2.13260 0.17529  -0.260
N -0.78596 0.45412 -1.16902  0.049
H 1.75042 0.25528 -0.54505  0.101
H 1.88001 -1.50548 -0.16835  0.139
H -0.69129 -1.51184 -0.62133  0.194
H 0.27976 -1.06759 1.69480  0.128
H -1.91234 -0.12870 2.62886  0.089
H -2.35141 -0.30075 0.96736  0.117
H -1.79936 1.20470 1.47771  0.107
H 0.42220 1.70526 0.95752  -0.080
H -0.31422 1.33124 -0.70377  0.047
H -0.22294 0.31675 -2.02044  0.062
H 2.24401 -0.50436 -2.30852  0.084

As for the LUMO energy: -0.1006 Ha. The value obtained for the largest force on an atom is 3.71 eV/Å. The calculation puts the total energy at -364.0186 Ha. Its HOMO-LUMO gap is 6.13 eV.


No. 4
C4H11NO2 | the ωB97M-V functional and the def2-TZVPD basis

Each line ends with the Löwdin charge.
Cartesian coordinates (Å):
C -0.27995 -0.81449 0.00574  -0.215
C 0.97762 0.03355 -0.38260  -0.166
C 1.18746 -0.16107 -1.89604  -0.280
O 1.35880 -1.52258 -2.28868  -0.068
N -1.39504 -0.04269 0.56574  -0.068
C -1.05630 0.52119 1.85308  -0.302
O -1.92503 1.59332 2.20799  -0.063
H -0.11487 -1.62760 0.70625  0.115
H -0.72762 -1.24101 -0.87451  0.103
H 0.83075 1.08654 -0.11273  0.109
H 1.82382 -0.42902 0.13477  0.105
H 2.07597 0.40971 -2.19076  0.111
H 0.26415 0.22339 -2.34396  0.120
H 2.02301 -1.86337 -1.68274  0.082
H -1.89262 0.60600 -0.02497  0.110
H -0.03910 0.92261 1.83068  0.104
H -1.15655 -0.14814 2.70200  0.124
H -1.95450 2.45364 1.79074  0.079

As for the LUMO energy: 0.0298 Ha. The value obtained for the largest force on an atom is 2.37 eV/Å. The calculation puts the total energy at -364.1885 Ha. Its HOMO-LUMO gap is 9.46 eV. As for the SMILES: OCCCNCO.


No. 5
C4H11NO2 | the ωB97M-V functional and the def2-TZVPD basis

Each line ends with the Löwdin charge.
Cartesian coordinates (Å):
C -1.02046 -0.17279 1.66500  -0.374
N -0.76542 -0.24410 0.33403  0.013
C 0.57164 -0.26092 -0.25091  -0.201
C 1.45029 0.95246 0.04089  -0.249
C 0.65749 2.24668 0.15952  -0.109
O -0.20854 0.08724 2.52942  0.018
H -2.06407 -0.44703 1.90575  0.129
H -1.45149 -0.79828 -0.15819  0.103
H 1.03762 -1.23359 -0.07786  0.119
H 0.35483 -0.23084 -1.32395  0.113
H 2.04930 0.79428 0.93982  0.102
H 2.18000 1.02701 -0.76862  0.101
H 1.30657 3.12060 0.22366  0.070
H 0.03372 2.20846 1.05008  0.059
H 0.03046 2.41063 -0.71822  0.074
H -0.96810 -3.15660 -2.51556  0.045
H -1.73597 -3.53180 -1.25751  0.040
O -1.45789 -2.77143 -1.77736  -0.054

As for the LUMO energy: 0.0161 Ha. The value obtained for the largest force on an atom is 1.07 eV/Å. The calculation puts the total energy at -364.2470 Ha. Its HOMO-LUMO gap is 9.91 eV. As for the SMILES: CCCNC=O.O.


No. 6
C4H11NO2 | the ωB97M-V functional and the def2-TZVPD basis

Each line ends with the Löwdin charge.
Cartesian coordinates (Å):
C 2.25836 1.45014 1.21656  0.014
C 0.86613 0.86238 1.38910  -0.603
O 0.76866 -0.20258 1.94111  0.071
O -0.07105 1.68043 0.92653  0.079
H 2.43262 2.33540 0.63200  0.072
H 2.86278 0.64262 0.86272  0.080
H 2.43921 1.91290 2.17684  0.088
C -0.64312 -0.53748 -0.97811  -0.351
C -1.15428 -1.65078 -1.93291  -0.099
N -1.36308 -0.52498 0.25582  -0.023
H 0.44690 -0.56958 -0.88345  0.106
H -0.68823 0.40598 -1.55652  0.103
H -2.17470 -1.40571 -2.23941  0.067
H -1.04381 -2.55076 -1.35764  0.062
H -0.96308 -0.95192 1.07810  0.061
H -1.00745 1.51038 1.16778  0.131
H -2.34405 -0.73837 0.18185  0.078
H -0.62181 -1.66809 -2.88035  0.062

As for the LUMO energy: 0.0311 Ha. The value obtained for the largest force on an atom is 2.04 eV/Å. The calculation puts the total energy at -364.2253 Ha. Its HOMO-LUMO gap is 9.69 eV. As for the SMILES: CC(=O)O.CCN.


No. 7
C4H11NO2 | the ωB97M-V functional and the def2-TZVPD basis

Each line ends with the Löwdin charge.
Cartesian coordinates (Å):
C -0.60858 -1.15881 0.43773  -0.566
C 0.12392 1.59738 0.29072  -0.335
C 0.86808 -1.41635 0.57719  0.002
C 0.72573 1.84560 -1.09102  -0.087
N -1.23127 -1.82538 -0.58853  0.154
O -0.86274 0.59960 0.26109  -0.209
O -1.30462 -1.14261 1.58944  -0.001
H -1.64467 -0.16180 1.47019  0.150
H -0.73449 -1.84908 -1.46623  0.104
H -2.21057 -1.59647 -0.69192  0.111
H -0.34126 2.52470 0.65259  0.113
H 0.92644 1.34881 1.00369  0.102
H 1.40093 -1.20160 -0.34705  0.081
H 0.99944 -2.46913 0.83214  0.096
H 1.26516 -0.80796 1.38423  0.085
H -0.06161 2.10921 -1.79728  0.071
H 1.45960 2.65264 -1.05686  0.070
H 1.23048 0.95127 -1.46013  0.057

As for the LUMO energy: 0.0338 Ha. The value obtained for the largest force on an atom is 1.95 eV/Å. The calculation puts the total energy at -364.2010 Ha. Its HOMO-LUMO gap is 10.22 eV.


No. 8
C4H11NO2 | the ωB97M-V functional and the def2-TZVPD basis

Each line ends with the Löwdin charge.
Cartesian coordinates (Å):
N -0.11786 -0.62405 1.35425  0.275
C -0.74562 -0.87982 0.21598  -0.357
C -0.58047 -0.01306 -1.05300  -0.275
C -0.54861 1.46989 -0.73012  -0.021
C 0.65066 -0.57752 -1.82742  -0.008
O -1.55391 -1.81827 0.15996  0.354
H 0.46926 0.18155 1.50833  0.091
H 0.07773 -1.42796 1.93149  0.156
H -1.42514 -0.35035 -1.65980  0.148
H -1.48078 2.03331 -0.66644  0.101
H -0.05229 1.70408 0.21198  0.056
H 0.05470 1.95490 -1.49688  0.104
H 0.78433 -0.08625 -2.78355  0.102
H 0.37691 -1.62015 -2.01552  0.094
H 1.53014 -0.62099 -1.18853  0.092
H 1.76479 2.31423 2.20045  0.055
H 2.87564 1.70754 1.25279  0.060
O 1.96475 1.66934 1.53392  -0.029

As for the LUMO energy (alpha / beta): -0.1394 / -0.3162 Ha. The total charge is +1. The value obtained for the largest force on an atom is 2.01 eV/Å. Its spin multiplicity is 2. The calculation puts the total energy at -363.9264 Ha. Its HOMO-LUMO gap (alpha / beta) is 12.10 / 7.28 eV.


No. 9
C4H11NO2 | the ωB97M-V functional and the def2-TZVPD basis

Each line ends with the Löwdin charge.
Cartesian coordinates (Å):
C 0.18744 1.91926 2.48558  -0.179
N -0.35099 2.16238 1.17017  0.233
C -0.83820 1.96508 -1.18126  -0.014
C -0.11281 1.34882 0.02715  -0.367
C -0.32874 -0.15981 0.25974  0.002
O 0.46554 0.81378 2.80072  0.192
H 0.27449 2.80453 3.12826  0.162
H -1.11270 2.84345 1.08086  0.184
H -0.27132 2.84703 -1.46731  0.096
H -1.85606 2.21632 -0.86242  0.097
H -0.94317 1.25897 -1.99616  0.096
H 0.95641 1.49189 -0.22140  0.194
H 0.57634 -0.71255 0.49306  0.097
H -1.21085 -0.30725 0.86800  0.101
H -0.48213 -0.63008 -0.72318  0.105
H 1.77578 -5.97657 -3.99431  0.034
H 0.66322 -6.88496 -3.44090  0.031
O 0.87451 -6.28383 -4.16152  -0.065

As for the LUMO energy (alpha / beta): -0.1512 / -0.3285 Ha. The total charge is +1. The value obtained for the largest force on an atom is 1.48 eV/Å. Its spin multiplicity is 2. The calculation puts the total energy at -363.8834 Ha. Its HOMO-LUMO gap (alpha / beta) is 9.04 / 4.22 eV.


No. 10
C4H11NO2S | the ωB97M-V functional and the def2-TZVPD basis

Each line ends with the Löwdin charge.
Cartesian coordinates (Å):
C 0.73029 0.05809 -2.07580  -0.099
N 0.01039 0.51614 -0.87766  -0.115
C -0.39151 -0.54839 0.02543  -0.387
C -0.20733 -0.12748 1.47126  -0.512
S -1.00675 -1.21004 2.77666  0.687
C -1.95934 -0.68260 -0.15272  -0.212
O -2.56725 0.35542 -0.22999  0.050
H 0.14352 -0.44223 -2.80919  0.057
H 1.24567 0.93759 -2.53211  0.096
H 1.50623 -0.69025 -1.76675  0.097
H -0.71962 1.20940 -0.84076  0.111
H 0.11585 -1.51932 -0.16434  0.152
H 0.83391 -0.03776 1.78809  0.055
H -0.54088 0.89413 1.63274  0.082
H -2.16582 -0.46321 2.65579  -0.114
H -2.37959 -1.67874 -0.06248  0.113
H 1.74422 0.84354 0.00847  -0.021
H 2.93948 1.66562 0.85154  0.041
O 2.66853 0.92008 0.30182  -0.083

As for the LUMO energy: 0.0253 Ha. The value obtained for the largest force on an atom is 2.41 eV/Å. The calculation puts the total energy at -762.3814 Ha. Its HOMO-LUMO gap is 9.74 eV. As for the SMILES: CN[C@H](C=O)CS.O.


No. 11
C4H11NO2S | the ωB97M-V functional and the def2-TZVPD basis

Each line ends with the Löwdin charge.
Cartesian coordinates (Å):
O 0.70778 1.26794 -0.98173  0.024
C 1.24974 0.48693 -0.21010  -0.526
N 0.61095 -0.59621 0.28398  0.054
C -0.82929 -0.83447 0.05361  -0.229
C -1.47196 -1.30582 1.33728  -0.531
S -2.37200 0.01018 2.25086  0.694
C 2.74581 0.54546 0.00036  0.000
H 1.05730 -1.08676 1.04703  0.135
H -1.18535 0.12066 -0.32211  0.083
H -0.93240 -1.54874 -0.76361  0.126
H -0.74905 -1.77161 2.00310  0.057
H -2.22262 -2.09061 1.27244  0.061
H -1.60488 1.02440 1.83129  -0.152
H 3.15451 1.04425 -0.88486  0.087
H 3.09565 1.15365 0.83711  0.084
H 3.19768 -0.44571 0.00149  0.078
H -2.02613 1.89098 -2.72770  0.034
H -0.76555 1.13345 -2.33571  -0.003
O -1.66021 1.00204 -2.69271  -0.074

As for the LUMO energy: 0.0246 Ha. The value obtained for the largest force on an atom is 1.09 eV/Å. The calculation puts the total energy at -762.4402 Ha. Its HOMO-LUMO gap is 9.87 eV. As for the SMILES: CC(=O)NCCS.O.


No. 12
C4H11NO3 | the ωB97M-V functional and the def2-TZVPD basis

Each line ends with the Löwdin charge.
Cartesian coordinates (Å):
C 0.30174 0.49342 -1.04690  -0.383
O 1.34662 0.08037 -1.84002  -0.219
C -0.25606 -0.56205 -0.10860  -0.346
C -1.46819 -0.03564 0.64229  -0.080
C -1.10669 0.54209 2.25134  -0.358
O -1.99956 1.32896 2.65601  0.032
N -0.48224 -1.88168 -0.92359  0.054
H -0.52175 0.75149 -1.64436  0.072
H 0.58029 1.52343 -0.64348  0.136
H 0.56326 -0.80693 0.67633  0.154
H -2.11555 -0.87178 0.81427  0.075
H -2.14863 0.72856 0.21613  0.106
H -1.05199 -0.25356 2.96056  0.118
H -0.04878 0.84292 2.23481  0.097
H -1.15707 -1.79247 -1.61128  0.015
H 0.24888 -2.13365 -1.51104  0.019
H 3.41586 0.46443 -0.38487  -0.122
H 2.34574 0.65626 -1.56014  -0.008
O 3.55411 0.92581 -1.17747  -0.363

As for the LUMO energy (alpha / beta): 0.1241 / 0.0374 Ha. The total charge is -1. The value obtained for the largest force on an atom is 5.24 eV/Å. Its spin multiplicity is 2. The calculation puts the total energy at -439.3582 Ha. Its HOMO-LUMO gap (alpha / beta) is 7.23 / 4.87 eV.